{
  "formula": "C2H5Br2N2",
  "method": "ωB97M-V/def2-TZVPD",
  "species": ["C", "C", "N", "N", "Br", "Br", "H", "H", "H", "H", "H"],
  "positions_angstrom": [[-1.04, 0.16, 0.50], [1.01, -0.38, -0.94], [-0.64, -0.06, -0.71], [-0.20, 0.22, 1.59], [0.97, -0.67, -2.86], [2.16, 1.04, -0.48], [-2.09, 0.46, 0.71], [1.06, -1.33, -0.50], [-1.32, -0.20, -1.54], [-0.67, 0.44, 2.57], [0.77, 0.31, 1.66]],
  "mulliken_charge": [0.153, -0.287, -0.231, -0.314, -0.025, 0.043, 0.350, 0.530, 0.332, 0.294, 0.154],
  "total_charge": 1,
  "relative_energy_kcal_mol": 13.2,
  "total_energy_ev": -145212.3146,
  "homo_lumo_gap_ev": 10.77,
  "lumo_energy_ev": -3.94
}


{
  "formula": "C2H5BrClN3O",
  "method": "ωB97M-V/def2-TZVPD",
  "species": ["C", "C", "N", "N", "N", "O", "Cl", "Br", "H", "H", "H", "H", "H"],
  "positions_angstrom": [[-0.74, -0.94, 0.58], [1.57, 1.24, -0.98], [-0.34, -2.02, 1.10], [0.52, 0.66, 1.02], [-1.73, -0.53, -0.15], [1.67, 0.48, 0.21], [-3.08, -1.69, -0.65], [-2.15, 1.30, -0.25], [0.58, 1.58, -1.09], [1.71, 0.51, -1.94], [2.17, 2.19, -1.04], [-0.66, -2.95, 1.32], [0.49, 0.16, 1.88]],
  "mulliken_charge": [0.653, -0.361, -0.538, -0.461, -0.208, -0.147, -0.074, 0.037, 0.116, 0.222, 0.272, 0.233, 0.255],
  "total_charge": 0,
  "relative_energy_kcal_mol": 56.7,
  "total_energy_ev": -91230.0216,
  "homo_lumo_gap_ev": [7.11, 7.11],
  "lumo_energy_ev": [-1.36, -1.36]
}


{
  "formula": "C2H5BrN3",
  "method": "ωB97M-V/def2-TZVPD",
  "species": ["C", "C", "N", "N", "N", "Br", "H", "H", "H", "H", "H"],
  "positions_angstrom": [[-1.38, 0.03, 1.18], [1.08, 2.48, 0.92], [-0.48, 0.82, 1.75], [0.31, 1.62, 1.18], [-1.54, -0.27, -0.09], [1.91, 3.98, 0.71], [-1.85, -0.41, 1.96], [4.42, 1.87, 0.14], [3.65, 1.87, 0.30], [-1.05, 0.23, -0.82], [-2.37, -0.83, -0.39]],
  "mulliken_charge": [0.148, 0.216, -0.655, 0.396, -0.324, 0.266, 0.436, 0.313, -0.318, 0.243, 0.278],
  "total_charge": 1,
  "relative_energy_kcal_mol": 83.8,
  "total_energy_ev": -76656.9373,
  "homo_lumo_gap_ev": 9.52,
  "lumo_energy_ev": -4.74
}


{
  "formula": "C2H5BrNP",
  "method": "ωB97M-V/def2-TZVPD",
  "species": ["C", "C", "N", "P", "Br", "H", "H", "H", "H", "H"],
  "positions_angstrom": [[1.21, 0.71, -0.24], [-0.25, 0.28, -0.23], [-0.59, -0.65, 0.79], [-1.73, -1.64, 0.56], [-1.13, -0.37, -1.95], [1.93, -0.01, 0.13], [1.47, 0.94, -1.20], [1.39, 1.70, 0.29], [-0.81, 1.19, 0.07], [-1.49, -2.15, 1.79]],
  "mulliken_charge": [-1.024, 0.159, -0.234, 0.047, -0.258, 0.301, 0.394, 0.255, 0.298, 0.062],
  "total_charge": 0,
  "relative_energy_kcal_mol": 43.6,
  "total_energy_ev": -82974.5211,
  "homo_lumo_gap_ev": 8.89,
  "lumo_energy_ev": -0.33
}


{
  "formula": "C2H5BrO2S",
  "method": "ωB97M-V/def2-TZVPD",
  "species": ["C", "C", "O", "O", "S", "Br", "H", "H", "H", "H", "H"],
  "positions_angstrom": [[0.21, -0.98, 0.35], [-0.53, 0.10, -0.29], [-1.06, -0.45, -1.45], [-1.55, 0.68, 0.68], [2.95, 0.19, 0.73], [2.23, 2.17, 0.49], [0.65, -1.73, -0.30], [0.17, -1.10, 1.48], [0.29, 0.93, -0.42], [-1.18, 0.15, -2.25], [-2.17, 0.02, 0.98]],
  "mulliken_charge": [-0.733, 0.982, -0.542, -0.507, -0.222, -0.062, 0.334, 0.314, -0.225, 0.338, 0.324],
  "total_charge": 0,
  "relative_energy_kcal_mol": 66.2,
  "total_energy_ev": -87124.0765,
  "homo_lumo_gap_ev": [6.31, 6.30],
  "lumo_energy_ev": [-2.11, -2.12]
}


{
  "formula": "C2H5BrS",
  "method": "ωB97M-V/def2-TZVPD",
  "species": ["C", "C", "S", "Br", "H", "H", "H", "H", "H"],
  "positions_angstrom": [[-0.13, 0.61, 0.11], [0.88, -0.43, -0.44], [0.42, -2.06, 0.05], [2.64, 0.11, 0.09], [-0.32, 0.15, 1.07], [0.45, 1.62, -0.02], [-1.07, 0.60, -0.53], [0.57, -0.53, -2.03], [1.54, -2.52, 0.75]],
  "mulliken_charge": [-0.950, -0.090, -0.193, -0.106, 0.320, 0.349, 0.258, 0.253, 0.158],
  "total_charge": 0,
  "relative_energy_kcal_mol": 54.7,
  "total_energy_ev": -83030.0405,
  "homo_lumo_gap_ev": 9.44,
  "lumo_energy_ev": 0.30
}